No. 1
Here is the molecule C20H29NO4 from the OMol25 dataset. Energies are from ωB97M-V/def2-TZVPD.

Summary:
Relative energy (zero: lowest compared OMol25 entry of this formula, charge and spin) = 52.7 kcal per mole
Structure (SMILES) = CCN(C(=O)/C=C/c1cc(OC)c(OC)c(OC)c1)C1CCCCC1
Kohn-Sham gap = 8.53 eV

```
54
Properties=species:S:1:pos:R:3:forces:R:3:nbo_charge:R:1
C 5.00949 0.53959 2.72944 -0.1 -0.2 -0.1 -0.617
C 4.41712 -0.83108 2.40875 0.1 0.0 0.3 -0.222
N 3.35174 -0.78346 1.42161 0.0 -0.2 0.1 -0.439
C 2.08744 -0.64111 1.91966 0.1 -0.1 0.2 0.652
O 1.88290 -0.60459 3.12548 -0.1 0.1 0.2 -0.647
C 0.96066 -0.55272 0.96533 -0.6 0.1 0.0 -0.307
C -0.20814 -0.04883 1.37604 0.7 -0.2 0.1 -0.105
C -1.41784 0.09678 0.58921 -0.6 0.1 -0.6 -0.069
C -1.45210 -0.08949 -0.78374 -0.1 0.0 0.2 -0.241
C -2.63307 0.04037 -1.51397 0.0 0.0 0.1 0.278
O -2.46635 -0.17121 -2.84748 0.1 0.0 0.4 -0.496
C -3.54406 -0.08977 -3.75389 -0.3 0.1 -0.4 -0.238
C -3.82269 0.36735 -0.85204 -0.3 -0.1 -0.1 0.218
O -4.99977 0.53129 -1.55749 0.6 0.3 0.3 -0.533
C -6.06761 -0.32520 -1.20203 -0.3 -0.2 0.1 -0.252
C -3.78382 0.59013 0.54142 -0.1 0.0 -0.1 0.269
O -4.96922 0.95335 1.11602 0.2 -0.1 -0.5 -0.502
C -4.98768 1.25263 2.49023 0.0 0.0 0.3 -0.250
C -2.60085 0.45166 1.24285 0.0 0.0 0.1 -0.294
C 3.65088 -0.65062 0.00092 0.0 0.3 -0.2 -0.028
C 3.48315 0.80055 -0.47529 -0.2 -0.2 -0.3 -0.415
C 3.65615 0.88731 -1.98825 0.2 0.2 0.1 -0.399
C 5.02441 0.35287 -2.39921 -0.2 -0.2 -0.2 -0.397
C 5.20307 -1.07996 -1.90746 0.2 0.2 0.1 -0.395
C 5.03989 -1.15722 -0.38984 -0.3 -0.2 -0.1 -0.400
H 5.71639 0.44689 3.55010 0.1 0.0 0.1 0.212
H 4.21617 1.21896 3.03012 -0.1 0.1 0.0 0.219
H 5.53030 0.96308 1.87387 0.1 0.1 -0.1 0.192
H 5.19516 -1.51775 2.07451 -0.1 0.0 0.0 0.192
H 3.96422 -1.23381 3.31822 0.2 0.0 -0.2 0.242
H 1.08016 -0.92637 -0.03709 0.0 0.0 -0.2 0.201
H -0.26684 0.27960 2.40671 0.1 0.0 0.1 0.226
H -0.56382 -0.33784 -1.34008 0.1 0.0 -0.1 0.217
H -4.04072 0.88052 -3.70684 0.0 -0.1 0.0 0.191
H -3.09417 -0.22657 -4.73773 -0.1 0.0 0.1 0.187
H -4.27807 -0.88125 -3.58208 0.0 0.1 0.0 0.173
H -5.76728 -1.37717 -1.27163 0.0 0.1 0.0 0.169
H -6.85628 -0.12368 -1.92546 0.0 -0.1 0.0 0.191
H -6.43414 -0.12166 -0.19464 0.0 0.0 -0.1 0.196
H -6.01286 1.54737 2.71034 0.1 0.0 0.0 0.200
H -4.72423 0.38014 3.09674 0.0 0.0 0.0 0.178
H -4.31441 2.08114 2.72973 0.0 0.0 0.0 0.181
H -2.57150 0.61358 2.30781 0.0 0.0 0.1 0.219
H 2.93547 -1.27682 -0.54695 0.1 0.1 0.0 0.193
H 4.22691 1.43108 0.01416 0.0 0.0 0.1 0.201
H 2.49494 1.16554 -0.18761 0.0 0.0 0.0 0.220
H 3.54596 1.92363 -2.31269 -0.1 0.0 -0.1 0.212
H 2.87511 0.30089 -2.47806 -0.1 0.0 -0.1 0.193
H 5.80481 0.98403 -1.96798 0.1 0.1 0.0 0.194
H 5.12834 0.38841 -3.48527 0.1 0.1 0.0 0.209
H 6.19289 -1.44790 -2.18481 0.0 -0.1 0.0 0.211
H 4.46215 -1.72332 -2.38774 0.0 -0.1 0.0 0.195
H 5.81504 -0.54919 0.07763 0.1 0.0 0.1 0.200
H 5.16434 -2.19232 -0.06546 0.1 0.0 0.1 0.213
```
Forces are in eV/Å.

***

No. 2
Here is a structure of composition C7H10N3O2 in a non-equilibrium geometry from the OMol25 dataset. Energies are from ωB97M-V/def2-TZVPD.

Summary:
Relative energy (zero: lowest compared OMol25 entry of this formula, charge and spin) = 61.1 kcal per mole
Total charge = +1
Kohn-Sham gap = 9.68 eV

```
22
Properties=species:S:1:pos:R:3:forces:R:3:nbo_charge:R:1
C -0.43889 -0.78825 -0.85435 1.1 0.9 1.1 0.312
C -0.48107 -1.20333 1.63797 -0.4 -0.4 -3.5 0.906
C 0.63727 0.64002 0.67807 0.4 -0.3 -1.1 0.786
C -0.80599 -1.06921 -2.05636 -1.3 -0.9 -2.7 -0.470
C 1.03525 1.57192 -1.05458 -0.7 -1.2 0.9 0.009
C -1.68567 -2.64214 0.04990 -0.8 -2.0 1.4 -0.451
C 1.67456 2.93703 1.17410 0.4 -0.2 0.2 -0.424
N -0.80724 -1.50744 0.30223 -0.7 1.1 0.5 -0.467
N 1.25786 1.79253 0.39245 0.8 -1.1 1.3 -0.329
N 0.50319 0.25803 -0.61213 0.0 -2.3 2.8 -0.373
O -0.68648 -1.87366 2.55973 -0.3 -0.6 1.7 -0.473
O 0.20430 0.00731 1.77260 1.4 2.4 -0.9 -0.439
H -0.22710 -0.55581 -2.86794 -1.2 -0.7 0.5 0.237
H -1.66242 -1.80285 -2.17599 1.7 1.1 -0.6 0.251
H 0.13906 2.03889 -1.28568 -1.3 1.8 -1.1 0.224
H 1.80018 1.63394 -1.82310 0.3 -0.2 0.5 0.255
H -1.09871 -3.43007 -0.34740 0.8 -0.7 -1.0 0.223
H -1.94273 -3.13523 1.02018 -0.2 1.0 -0.6 0.267
H -2.59629 -2.61049 -0.61419 0.9 1.1 1.0 0.237
H 2.09934 2.75282 2.17592 0.2 -0.6 -0.8 0.257
H 2.30354 3.56583 0.56694 0.4 0.1 0.0 0.242
H 0.77804 3.42016 1.36162 -1.6 1.7 0.5 0.218
```
Forces are in eV/Å.

***

| no. | molecular weight (Da) | E (Eh) |
| --- | --- | --- |
| 1 | 347.45 | -1135.1727 |
| 2 | 168.18 | -587.1486 |